1.
6
Properties=species:S:1:pos:R:3:lowdin_charge:R:1 method="wB97M-V/def2-TZVPD" homo_energy_ev=-26.66 lumo_ev=-11.62 relative_energy_kj_mol=47.7 homo_lumo_gap_ha=0.553 charge=+2 total_energy_ev=-11140.2858
N 2.1871 0.0996 0.0568 0.02
N -2.2041 -0.0841 -0.0787 0.00
O 1.0851 0.1980 0.1731 0.43
O -3.1884 0.0309 0.3245 0.58
O 3.2793 -0.0524 -0.0016 0.56
O -1.1589 -0.1921 -0.4741 0.41

***

2.
80
Properties=species:S:1:pos:R:3:lowdin_charge:R:1 method="wB97M-V/def2-TZVPD" homo_energy_ev=-3.96 lumo_ev=2.09 relative_energy_kj_mol=91.4 homo_lumo_gap_ha=0.223 charge=-1 total_energy_ev=-90895.8170
C 2.7551 -2.7638 -1.9405 -0.04
C 2.1941 -1.8053 -2.9438 -0.22
H 2.1844 -3.7022 -1.9838 0.08
H 2.7073 -2.3333 -0.9360 0.08
H 3.8054 -3.0189 -2.1671 0.09
C 2.0563 -2.1750 -4.2337 -0.14
C 2.2342 -3.5541 -4.7901 -0.11
H 1.8766 -1.4323 -5.0160 0.10
H 1.7387 -4.3185 -4.1646 0.07
H 3.2900 -3.8549 -4.9152 0.08
H 1.8028 -3.5824 -5.8039 0.07
Be 1.6723 2.0119 1.9835 -0.51
Cl 2.6808 3.3640 3.2303 0.06
Cl 2.9856 1.0589 0.8975 0.18
C 0.6736 4.2140 1.1540 -0.26
O 0.6094 2.9493 1.1569 -0.10
N -0.4250 4.9444 1.2609 -0.16
C -1.7080 4.2892 1.5188 0.00
C -0.3572 6.3963 1.2763 -0.04
H 1.6433 4.7479 1.1072 0.13
H -1.6753 3.7107 2.4526 0.10
H -1.9766 3.6309 0.6888 0.08
H -2.4418 5.0889 1.5938 0.08
H 0.3402 6.7085 2.0727 0.10
H -1.3692 6.7827 1.4427 0.08
H 0.0132 6.7576 0.3020 0.10
H -0.5477 -4.6503 0.5079 -0.01
H -3.6601 -3.8767 -0.7116 0.07
C -1.5537 -5.0691 0.3351 -0.11
C -3.8182 -4.0229 0.3684 -0.08
N -2.5235 -4.2254 1.0037 -0.21
H -1.5890 -6.1036 0.7329 0.08
C -2.3121 -3.8038 2.2715 -0.48
O -3.1642 -3.4949 3.0813 -0.04
H -4.2781 -3.1327 0.8088 0.08
H -1.1976 -3.7085 2.5116 -0.10
H -1.7863 -5.0811 -0.7383 0.07
H -4.4906 -4.8879 0.4882 0.08
O 1.3228 -0.2857 -1.1547 -0.25
C 1.9316 -0.3546 -2.4601 -0.27
C 0.1445 0.0337 -4.2391 -0.07
C 1.2461 0.5053 -3.5085 -0.19
H -0.2560 -0.9606 -4.0474 0.10
C -0.3899 0.8110 -5.2747 -0.09
H 2.9272 0.0796 -2.2735 0.14
C 1.7570 1.7740 -3.7575 -0.03
H -1.2424 0.4196 -5.8479 0.10
C 0.1845 2.0428 -5.5837 -0.11
C 1.2395 2.5389 -4.8024 -0.09
H 2.5625 2.1484 -3.1253 0.12
H -0.1903 2.6252 -6.4315 0.09
H 1.6624 3.5185 -4.9998 0.09
Si -0.3277 -0.3073 -0.7178 0.42
Cl 0.2644 -2.9405 1.8695 0.04
C -1.3530 -1.5938 -1.5735 -0.14
C -0.8264 1.4575 -1.1752 -0.15
C -0.5428 -0.4011 1.1005 -0.31
H -1.7511 -1.2216 -2.5223 0.02
H -2.2133 -1.8262 -0.9292 0.02
H -0.7981 -2.5216 -1.7549 0.04
H -1.3103 -1.1494 1.3341 0.00
H -0.8242 0.5727 1.5097 0.02
H 0.4431 -0.6345 1.5106 -0.05
H -1.1995 1.5449 -2.1989 0.02
H 0.0320 2.1276 -1.0686 0.03
H -1.6070 1.8039 -0.4920 0.01
C 0.0354 2.1674 5.4235 -0.18
P 0.3795 0.7155 4.4124 0.65
C 1.5940 -0.2744 5.2911 -0.15
C -1.1516 -0.2363 4.3358 -0.14
O 0.8786 1.0846 3.0324 -0.41
H 0.7294 2.9577 5.1148 0.00
H 0.1713 1.9208 6.4847 0.05
H -1.0033 2.4731 5.2503 0.05
H 1.3604 -0.2418 6.3626 0.05
H 1.5418 -1.3033 4.9153 0.06
H 2.5854 0.1519 5.1006 0.07
H -1.5640 -0.2124 3.3239 0.04
H -0.9558 -1.2744 4.6328 0.06
H -1.8761 0.2074 5.0307 0.05